No. 1
{
  "formula": "C7H9FN2O",
  "method": "ωB97M-V with the def2-TZVPD basis set",
  "orbital_gap_ev": [7.921, 6.941],
  "total_charge": 0,
  "e_homo_ev": [-7.30, -7.35],
  "total_energy_ev": -15145.6035,
  "species": ["C", "C", "C", "C", "C", "C", "C", "N", "N", "O", "F", "H", "H", "H", "H", "H", "H", "H", "H", "H"],
  "xyz": [[1.79, -1.55, -0.04], [1.50, 0.46, 1.29], [1.08, -0.95, -1.00], [0.80, 1.02, 0.30], [2.19, -0.83, 1.25], [-0.35, 0.70, -1.76], [-2.69, 0.25, -0.11], [0.51, 0.29, -0.85], [-1.95, 0.14, 1.08], [3.05, -1.08, 2.08], [-3.41, 1.35, -0.37], [2.23, -2.49, -0.28], [1.68, 1.14, 2.20], [0.81, -1.50, -1.93], [0.39, 2.07, 0.31], [-0.45, 0.10, -2.66], [-1.16, 1.31, -1.34], [-3.28, -0.64, -0.43], [-1.45, -0.74, 1.13], [-1.30, 0.94, 1.13]]
}

=====

No. 2
{
  "formula": "C6H6NOP",
  "method": "ωB97M-V with the def2-TZVPD basis set",
  "orbital_gap_ev": [8.464, 5.787],
  "total_charge": 0,
  "e_homo_ev": [-8.24, -7.88],
  "total_energy_ev": -19141.0592,
  "species": ["C", "C", "C", "C", "C", "C", "N", "O", "P", "H", "H", "H", "H", "H", "H"],
  "xyz": [[-0.63, -1.25, 1.48], [-1.10, -0.11, 2.04], [-0.04, -1.35, 0.24], [-0.72, 1.11, 1.40], [0.11, -0.20, -0.63], [-0.41, 0.81, 0.09], [0.61, -0.14, -1.84], [0.77, 2.49, -2.02], [1.12, 1.25, -2.79], [-0.72, -2.08, 2.07], [-1.64, -0.09, 3.10], [0.33, -2.30, -0.04], [-0.79, 2.04, 1.76], [0.59, -1.06, -2.36], [2.52, 0.89, -2.49]]
}

=====

No. 3
{
  "formula": "C31H41N4O5SSbSn",
  "method": "ωB97M-V with the def2-TZVPD basis set",
  "orbital_gap_ev": 8.661,
  "total_charge": 2,
  "e_homo_ev": -13.58,
  "total_energy_ev": -72201.5726,
  "species": ["Sn", "O", "C", "C", "C", "N", "C", "C", "C", "O", "O", "C", "O", "O", "H", "H", "H", "N", "S", "C", "C", "C", "C", "C", "C", "C", "C", "C", "C", "C", "C", "H", "H", "H", "H", "H", "H", "H", "H", "H", "H", "H", "C", "C", "C", "Sb", "C", "C", "C", "C", "C", "C", "H", "H", "H", "H", "H", "H", "H", "H", "H", "H", "H", "H", "H", "H", "H", "H", "H", "H", "H", "H", "H", "C", "N", "C", "C", "N", "H", "H", "H", "H", "H", "H"],
  "xyz": [[-0.11, 1.32, -0.42], [-0.23, -4.94, -2.53], [-0.30, -3.68, -2.09], [0.24, -2.60, -2.74], [0.10, -1.35, -2.17], [-0.56, -1.11, -1.04], [-1.09, -2.18, -0.41], [-0.98, -3.47, -0.89], [-1.93, -2.03, 0.83], [-2.35, -3.00, 1.43], [-2.28, -0.80, 1.20], [0.74, -0.15, -2.85], [1.55, -0.35, -3.73], [0.35, 1.03, -2.42], [0.26, -5.00, -3.36], [0.79, -2.68, -3.67], [-1.42, -4.30, -0.35], [1.99, 0.76, -0.02], [3.16, 0.97, -1.13], [4.40, -0.26, -0.75], [5.67, -0.12, -1.30], [6.62, -1.09, -1.05], [6.29, -2.20, -0.27], [5.01, -2.34, 0.25], [4.05, -1.37, 0.01], [4.06, 2.46, -0.77], [4.74, 2.62, 0.44], [5.38, 3.83, 0.69], [5.35, 4.85, -0.26], [4.68, 4.67, -1.47], [4.02, 3.47, -1.72], [2.37, 0.89, 0.92], [5.92, 0.75, -1.90], [7.61, -0.99, -1.46], [7.04, -2.96, -0.07], [4.76, -3.21, 0.85], [3.04, -1.47, 0.39], [4.79, 1.82, 1.16], [5.91, 3.97, 1.62], [5.86, 5.78, -0.06], [4.69, 5.45, -2.22], [3.49, 3.31, -2.66], [-3.69, 1.93, 1.89], [-3.94, 1.06, 3.12], [-5.34, 1.21, 3.72], [-3.65, -1.02, 2.71], [-5.23, -1.90, 1.52], [-5.66, -0.85, 0.51], [-6.35, -2.43, 2.41], [-2.60, -1.88, 4.38], [-3.46, -1.78, 5.63], [-1.27, -1.14, 4.47], [-3.73, 2.98, 2.20], [-4.46, 1.78, 1.13], [-2.72, 1.75, 1.44], [-3.18, 1.26, 3.88], [-6.12, 1.07, 2.96], [-5.46, 2.22, 4.12], [-5.54, 0.52, 4.54], [-4.67, -2.71, 1.06], [-6.22, -0.05, 0.97], [-6.32, -1.34, -0.22], [-4.82, -0.43, -0.05], [-6.88, -1.63, 2.92], [-6.00, -3.15, 3.15], [-7.07, -2.95, 1.77], [-2.46, -2.90, 4.05], [-3.70, -0.75, 5.90], [-2.91, -2.21, 6.47], [-4.40, -2.35, 5.54], [-1.40, -0.10, 4.77], [-0.71, -1.17, 3.53], [-0.66, -1.63, 5.23], [-0.03, 6.02, -3.48], [0.70, 5.83, -2.22], [1.49, 6.95, -1.69], [0.56, 4.72, -1.53], [0.43, 3.74, -0.92], [0.67, 6.27, -4.28], [-0.75, 6.84, -3.38], [-0.56, 5.11, -3.75], [2.24, 7.24, -2.43], [1.98, 6.65, -0.77], [0.85, 7.80, -1.50]]
}

=====

No. 4
{
  "formula": "C4H13NO2",
  "method": "ωB97M-V with the def2-TZVPD basis set",
  "orbital_gap_ev": 10.328,
  "total_charge": 0,
  "e_homo_ev": -9.52,
  "total_energy_ev": -9941.6203,
  "species": ["C", "C", "N", "C", "C", "O", "H", "H", "H", "H", "H", "H", "H", "H", "H", "H", "H", "O", "H", "H"],
  "xyz": [[0.36, 0.05, 1.98], [0.22, -0.42, 0.50], [0.92, -1.71, 0.20], [0.83, 0.50, -0.60], [-0.09, 1.67, -1.23], [0.75, 1.90, -2.33], [-0.62, 0.21, 2.32], [0.73, 1.16, 2.18], [1.03, -0.53, 2.66], [-0.84, -0.54, 0.44], [1.20, -2.06, 1.03], [1.86, -1.63, -0.22], [1.76, 0.87, -0.11], [1.41, 0.03, -1.50], [-1.03, 1.29, -1.42], [-0.17, 2.53, -0.68], [0.62, 2.79, -2.60], [-3.35, -2.04, -0.22], [-2.82, -1.31, 0.10], [-2.78, -2.77, -0.50]]
}

=====

No. 5
{
  "formula": "C25H26Cl2N6O4Ru",
  "method": "ωB97M-V with the def2-TZVPD basis set",
  "orbital_gap_ev": [6.007, 6.367],
  "spin_multiplicity": 2,
  "total_charge": 1,
  "s2": 0.80,
  "e_homo_ev": [-9.94, -9.92],
  "total_energy_ev": -71096.2051,
  "species": ["Ru", "C", "C", "N", "O", "C", "C", "N", "O", "H", "H", "H", "H", "H", "H", "H", "Cl", "C", "C", "C", "Cl", "C", "O", "C", "C", "O", "C", "H", "H", "H", "N", "C", "C", "C", "C", "C", "C", "C", "C", "N", "C", "H", "H", "H", "H", "H", "H", "H", "H", "C", "C", "C", "C", "N", "N", "C", "H", "H", "H", "H", "H", "H", "H", "H"],
  "xyz": [[-0.37, 0.19, -0.42], [-3.92, -2.24, -0.44], [-2.59, -1.57, -0.65], [-2.19, -0.48, 0.00], [-3.04, 0.20, 0.86], [-1.64, -2.11, -1.54], [-1.81, -3.37, -2.33], [-0.50, -1.44, -1.63], [0.51, -1.81, -2.26], [-4.53, -1.74, 0.32], [-3.75, -3.26, -0.10], [-4.48, -2.28, -1.37], [-3.97, -0.03, 0.68], [-2.78, -3.83, -2.19], [-1.04, -4.09, -2.03], [-1.65, -3.15, -3.38], [3.64, 3.13, -6.05], [2.95, 2.40, -4.66], [3.75, 2.16, -3.54], [3.17, 1.59, -2.42], [4.12, 1.26, -1.03], [1.78, 1.27, -2.34], [1.32, 0.81, -1.25], [0.98, 1.51, -3.54], [-0.41, 1.19, -3.62], [-1.16, 0.71, -2.75], [1.60, 2.07, -4.66], [4.80, 2.39, -3.55], [-0.86, 1.41, -4.61], [1.02, 2.23, -5.56], [-1.08, 2.51, -0.39], [-0.91, 3.12, 0.90], [-1.36, 4.39, 1.18], [-1.19, 4.94, 2.45], [-0.57, 4.22, 3.44], [-0.04, 2.94, 3.17], [0.71, 2.20, 4.11], [1.27, 1.01, 3.72], [1.06, 0.54, 2.43], [0.31, 1.17, 1.54], [-0.22, 2.37, 1.88], [-0.54, 3.00, -1.10], [-2.06, 2.54, -0.68], [-1.83, 4.97, 0.40], [-1.55, 5.94, 2.65], [-0.45, 4.64, 4.43], [0.87, 2.60, 5.10], [1.89, 0.43, 4.39], [1.53, -0.38, 2.11], [3.09, -4.28, 0.91], [1.87, -3.49, 1.18], [1.01, -3.48, 2.27], [0.03, -2.52, 1.97], [0.28, -1.98, 0.79], [1.40, -2.56, 0.33], [-1.14, -2.10, 2.80], [3.30, -4.93, 1.75], [3.94, -3.62, 0.75], [2.96, -4.89, 0.02], [1.07, -4.08, 3.15], [1.73, -2.35, -0.61], [-1.01, -2.45, 3.82], [-2.05, -2.54, 2.40], [-1.25, -1.02, 2.80]]
}